Entry from the OMol25 dataset: C22H50N3P3PtSe as an isolated structure (wB97M-V/def2-TZVPD).

Geometry as XYZ:
```
80
Properties=species:S:1:pos:R:3:forces:R:3:mulliken_charge:R:1
Pt -0.338277 0.740348 0.666793 -0.608 0.696 -0.832 1.62
P -1.151197 0.148160 2.693764 -0.395 -0.667 1.541 1.03
P -2.322053 1.551864 -0.335243 -0.846 0.499 -0.469 0.14
P 0.551038 2.823380 1.187292 0.265 0.600 -0.019 0.40
H 6.780021 -1.260932 -0.499033 0.200 0.176 0.567 0.36
C 7.032502 -0.860740 0.498718 1.789 0.550 -3.320 -0.23
C 6.367059 -1.267592 1.597287 -1.469 -1.255 2.814 -0.14
H 5.567949 -2.020992 1.540147 0.389 0.337 0.010 0.32
C -1.610564 -1.615435 2.742253 0.010 -0.325 -0.254 -0.72
C -2.646101 0.944453 3.412492 0.250 0.218 -0.291 -1.52
C 0.083600 0.317882 4.021727 0.053 0.039 -0.016 -1.40
C -2.189822 2.177054 -2.048878 -0.060 -0.208 -0.028 -1.29
C -3.517591 0.191678 -0.500690 -0.027 -0.087 0.029 -0.97
C -3.258062 2.885976 0.482611 0.015 -0.132 0.024 -1.39
C 2.278594 2.684010 1.700056 0.097 -0.086 0.074 -0.84
C -0.279162 3.815326 2.464752 -0.007 -0.088 -0.054 -1.16
C 0.581867 3.856585 -0.299328 0.091 0.148 -0.001 -1.06
H 7.880865 -0.172255 0.538608 -0.243 -0.056 0.121 0.34
H 6.638074 -0.896870 2.587340 -0.091 -0.045 -0.142 0.33
H -1.344981 -2.139185 1.809117 -0.125 0.270 0.547 -0.25
H -2.695667 -1.689936 2.891524 0.241 -0.050 0.026 0.42
H -1.098734 -2.096970 3.586529 -0.196 0.078 -0.188 0.54
H -3.535338 0.709559 2.814365 0.200 0.084 0.119 0.42
H -2.523326 2.031768 3.485511 -0.071 -0.235 0.012 0.36
H -2.803699 0.546304 4.427015 0.160 0.022 -0.311 0.52
H 1.032342 -0.128087 3.703648 -0.153 0.076 0.100 0.35
H -0.284460 -0.221813 4.905886 0.101 0.210 -0.170 0.54
H 0.243748 1.370787 4.283818 -0.001 -0.280 -0.020 0.34
H -3.191111 2.485976 -2.380113 0.227 -0.025 0.089 0.54
H -1.820346 1.379618 -2.712174 -0.349 0.478 0.172 0.36
H -1.508756 3.034007 -2.096707 -0.163 -0.225 -0.078 0.35
H -4.424432 0.545019 -1.014529 0.222 -0.081 0.169 0.61
H -3.782633 -0.196848 0.491479 0.027 0.043 -0.264 0.32
H -3.051469 -0.603763 -1.099226 -0.117 0.157 0.170 -0.04
H -4.198555 2.978195 -0.080886 0.199 0.114 0.206 0.57
H -2.712030 3.837131 0.420618 -0.198 -0.251 0.001 0.39
H -3.490582 2.652204 1.528392 0.068 0.114 -0.321 0.31
H 2.656707 3.681557 1.970108 -0.039 -0.285 -0.039 0.57
H 2.864222 2.274422 0.866205 -0.109 0.125 0.203 0.00
H 2.353770 2.006503 2.561343 0.053 0.244 -0.173 0.33
H 0.272597 4.760263 2.584196 -0.172 -0.238 -0.005 0.54
H -0.290535 3.284023 3.424985 0.010 0.216 -0.239 0.29
H -1.308451 4.038194 2.158557 0.261 -0.016 0.140 0.27
H 1.191533 4.743325 -0.079535 -0.146 -0.091 -0.169 0.57
H -0.429798 4.180229 -0.573112 0.264 -0.022 0.092 0.31
H 1.029462 3.295802 -1.132552 -0.133 0.246 0.291 0.10
C 2.323082 0.749995 -1.736510 0.683 -0.130 -0.182 0.54
C 3.081147 -0.063716 -0.889814 -0.274 0.412 0.120 -0.64
C 4.333097 0.395257 -0.495994 -0.079 0.407 -0.915 0.29
C 4.891813 1.547305 -1.066275 -0.130 -0.113 0.024 -0.40
C 4.186461 2.261382 -2.048217 0.144 -0.232 0.175 -0.65
C 2.899598 1.853286 -2.395708 -0.456 -0.311 0.415 -0.76
Se 0.441609 0.401606 -1.969503 0.507 0.235 0.762 -0.20
H 0.293153 -0.494732 -0.680164 0.221 -0.019 -0.479 -0.18
H 2.678890 -1.003807 -0.515371 0.044 0.268 0.099 0.33
H 4.876551 -0.185666 0.239033 0.036 0.070 0.200 -0.19
H 5.886350 1.871202 -0.760129 -0.264 0.058 -0.125 0.41
H 4.631088 3.140407 -2.524251 -0.130 -0.391 0.147 0.45
H 2.317940 2.377559 -3.157069 0.254 0.057 0.256 0.60
C 0.646881 -3.022348 -2.462771 0.281 0.315 0.448 -0.98
N -0.736938 -3.448304 -2.462273 -0.996 0.351 1.202 0.14
C -0.970828 -4.579863 -3.341829 -0.006 -0.647 -0.691 -1.07
C -1.493297 -3.321413 -1.290514 2.137 -0.930 -2.288 0.63
N -1.008051 -3.074575 -0.110692 -0.143 0.302 0.073 -0.50
N -2.847886 -3.480444 -1.432630 -0.839 1.417 0.593 0.16
C -3.536621 -3.238987 -2.687518 -0.135 0.069 -0.820 -1.07
C -3.663736 -3.414744 -0.236124 -0.012 -0.496 0.785 -0.80
H 1.028949 -3.108715 -3.486568 -0.042 -0.012 0.330 0.42
H 1.263423 -3.636622 -1.787289 0.054 -0.004 -0.263 0.40
H 0.708094 -1.962898 -2.162675 0.110 -0.880 -0.238 0.01
H -2.008375 -4.907694 -3.304027 0.297 -0.141 -0.088 0.38
H -0.728626 -4.271418 -4.365457 -0.206 -0.165 0.149 0.38
H -0.320907 -5.431908 -3.087599 -0.193 0.230 0.055 0.39
H 0.011614 -3.017778 -0.146593 -0.124 -0.090 -0.069 0.20
H -4.045352 -4.155070 -3.036184 0.096 0.261 0.197 0.39
H -4.307945 -2.462035 -2.544175 0.214 -0.413 0.199 0.39
H -2.833947 -2.908324 -3.463733 -0.230 -0.170 0.368 0.45
H -4.238656 -2.479678 -0.189147 0.092 -0.267 -0.340 0.28
H -4.361384 -4.258547 -0.221779 -0.003 0.091 -0.091 0.36
H -2.995411 -3.468897 0.624417 -0.380 -0.125 -0.120 0.33
```
Forces are in eV/Å.

The total charge is +4. The electronic energy comes out at -124512.379 eV. The lowest unoccupied orbital energy (alpha / beta) is -0.4080 / -0.5651 Eh. As for the spin multiplicity: 5. As for the expectation value of S²: 6.05. The value obtained for the energy relative to the best compared isomer or geometry (same formula, charge and spin) is 64.1 kJ/mol.